--- i ---
{
  "formula": "C3H2N2O",
  "method": "ωB97M-V/def2-TZVPD",
  "symbols": ["C", "N", "C", "O", "C", "N", "H", "H"],
  "coordinates": [[0.395, -0.198, -0.072], [0.269, -0.750, 1.046], [-0.081, -0.352, 2.486], [-1.035, -0.656, 3.115], [1.203, 0.053, 3.014], [2.181, 0.218, 3.593], [0.939, -0.759, -0.954], [-0.107, 0.643, -0.403]],
  "mulliken_charge": [-0.1522, -0.3127, 0.3940, -0.4016, 0.2945, -0.3119, 0.2085, 0.2815],
  "charge": 0,
  "smiles": "C=NC(=O)C#N",
  "lumo_energy_ev": -0.41
}

---

--- ii ---
{
  "formula": "C3H2N2O",
  "method": "ωB97M-V/def2-TZVPD",
  "symbols": ["C", "C", "C", "N", "N", "O", "H", "H"],
  "coordinates": [[0.908, -0.423, 1.648], [-1.851, -0.710, -1.096], [1.364, -0.052, 0.277], [0.460, -0.792, 2.646], [-1.897, 0.416, -1.386], [0.808, 0.855, -0.282], [2.133, -0.685, -0.171], [-1.925, 1.392, -1.635]],
  "mulliken_charge": [0.2685, -0.1869, 0.0632, -0.2875, -0.1282, -0.3548, 0.3060, 0.3197],
  "charge": 0,
  "lumo_energy_ev": -0.73
}

---

Most stable: i (next structure +0.179 eV)

---

--- i ---
{
  "formula": "C3H6N2O2S",
  "method": "ωB97M-V/def2-TZVPD",
  "symbols": ["C", "O", "N", "C", "S", "C", "N", "O", "H", "H", "H", "H", "H", "H"],
  "coordinates": [[1.230, -0.041, 1.830], [0.645, 1.131, 0.990], [-0.086, 0.654, -0.298], [0.757, 0.680, -1.291], [0.489, -0.044, -2.812], [-1.293, -0.066, -0.047], [-1.488, -1.162, -1.193], [-1.989, 0.243, 0.932], [1.943, 0.748, 2.412], [0.379, -0.414, 2.433], [1.720, -0.891, 1.235], [1.400, 1.497, -1.136], [-2.513, -1.279, -0.945], [-1.193, -1.058, -2.110]],
  "mulliken_charge": [-0.4549, -0.3181, 0.0874, -0.0553, -0.3875, 0.4758, -0.4345, -0.5186, 0.2166, 0.2492, 0.2745, 0.3850, 0.2833, 0.1970],
  "charge": 0,
  "smiles": "CON(C=S)C(N)=O",
  "lumo_energy_ev": -0.46
}

---

--- ii ---
{
  "formula": "C3H6N2O2S",
  "method": "ωB97M-V/def2-TZVPD",
  "symbols": ["C", "O", "C", "O", "N", "C", "N", "S", "H", "H", "H", "H", "H", "H"],
  "coordinates": [[-1.643, 0.367, 1.457], [-0.500, -0.012, 0.683], [-0.747, -0.110, -0.640], [-1.786, 0.067, -1.210], [0.426, -0.449, -1.336], [1.618, -0.972, -0.758], [2.468, -0.358, -0.018], [2.377, 1.242, 0.437], [-1.256, 0.407, 2.473], [-1.986, 1.332, 1.100], [-2.408, -0.402, 1.327], [0.236, -0.726, -2.270], [1.863, -2.013, -1.060], [1.338, 1.627, -0.185]],
  "mulliken_charge": [-0.6648, -0.2695, 0.5849, -0.5675, -0.2508, 0.0584, -0.3473, -0.0553, 0.2307, 0.3010, 0.2759, 0.2611, 0.3546, 0.0888],
  "charge": 0,
  "smiles": "COC(=O)N/C=N\\S",
  "lumo_energy_ev": 0.69
}

---

Most stable: ii (next structure +3.910 eV)